# 1
{
  "formula": "C8H15N3O5",
  "method": "ωB97M-V/def2-TZVPD",
  "gap_ev": 9.9,
  "smiles": "C[C@@H](O)[C@H](NC(=O)[C@@H](N)CC(N)=O)C(=O)O",
  "e_lumo_ev": 0.70,
  "relative_energy_ev": 0.4320,
  "symbols": ["C", "C", "O", "C", "N", "C", "O", "C", "N", "C", "C", "N", "O", "C", "O", "O", "H", "H", "H", "H", "H", "H", "H", "H", "H", "H", "H", "H", "H", "H", "H"],
  "positions_angstrom": [[1.35658, 2.63417, -0.06312], [2.27175, 1.39720, -0.08752], [2.84343, 1.14792, 1.21685], [1.48949, 0.12272, -0.33918], [0.67412, -0.06000, 0.80071], [-0.48969, -0.71865, 1.00745], [-1.00445, -0.85563, 2.11721], [-1.15323, -1.44181, -0.22354], [-0.88933, -2.86866, 0.00084], [-2.56536, -0.91549, -0.24117], [-2.52093, 0.58307, -0.52473], [-3.64894, 1.23854, -0.15128], [-1.48469, 1.16535, -0.94076], [2.37467, -1.14565, -0.64887], [2.91887, -1.33704, -1.70502], [2.59029, -1.91375, 0.42313], [0.58603, 2.48184, 0.67653], [1.88903, 3.52551, 0.25464], [0.96961, 2.80438, -1.09087], [3.02535, 1.46991, -0.89892], [3.40674, 1.91285, 1.45596], [0.95014, 0.22663, -1.29114], [1.15781, 0.27527, 1.67277], [-0.68256, -1.09002, -1.12326], [-1.31254, -3.07166, 0.87859], [-1.41397, -3.42163, -0.71181], [-3.13156, -1.12912, 0.70535], [-3.18477, -1.41063, -1.01305], [-3.73356, 2.23129, -0.34613], [-4.54436, 0.76968, -0.00737], [3.25602, -2.60661, 0.19769]]
}



# 2
{
  "formula": "C6H14NS",
  "method": "ωB97M-V/def2-TZVPD",
  "gap_ev": 5.3,
  "charge": -1,
  "smiles": "CCCNCCC[S-]",
  "e_lumo_ev": 3.12,
  "relative_energy_ev": 0.7317,
  "symbols": ["C", "C", "C", "N", "C", "C", "C", "S", "H", "H", "H", "H", "H", "H", "H", "H", "H", "H", "H", "H", "H", "H"],
  "positions_angstrom": [[-1.35759, 0.74066, -4.29242], [-0.32775, 0.58148, -3.16087], [-0.84962, -0.22171, -1.97676], [0.24818, -0.75009, -1.16033], [0.00260, -0.81352, 0.29699], [1.17581, -0.30101, 1.13982], [0.74043, 0.71300, 2.24096], [0.39387, -0.07055, 3.85655], [-0.96701, 1.46625, -5.00048], [-1.58788, -0.25112, -4.68025], [-2.31319, 1.17117, -3.97762], [0.04087, 1.56860, -2.87280], [0.52926, 0.07346, -3.60699], [-1.31353, -1.09458, -2.44928], [-1.53775, 0.35484, -1.37913], [1.10249, -0.29351, -1.34241], [-0.92631, -0.29787, 0.54473], [-0.15762, -1.85841, 0.54927], [1.97134, 0.20016, 0.57632], [1.65421, -1.17197, 1.58992], [1.52861, 1.43636, 2.32642], [-0.19376, 1.14375, 1.93101]]
}



# 3
{
  "formula": "C20H22I2N3O4S",
  "method": "ωB97M-V/def2-TZVPD",
  "gap_ev": 4.4,
  "charge": -1,
  "e_lumo_ev": 1.71,
  "relative_energy_ev": 1.0790,
  "symbols": ["C", "C", "O", "C", "C", "O", "C", "C", "C", "C", "C", "O", "C", "C", "C", "O", "I", "C", "C", "C", "C", "C", "C", "N", "C", "N", "S", "N", "C", "H", "H", "H", "H", "H", "H", "H", "H", "H", "H", "H", "H", "H", "H", "H", "H", "H", "H", "H", "H", "H", "H", "I"],
  "positions_angstrom": [[-0.85249, 3.03657, 4.76562], [-0.85775, 4.03614, 3.57494], [0.43429, 4.42888, 3.15361], [1.18175, 3.39393, 2.53391], [1.16860, 3.32778, 0.95571], [2.25087, 2.50381, 0.42020], [2.21615, 1.14553, 0.78309], [1.06784, 0.32424, 0.15905], [1.28545, -0.52430, -0.91128], [2.68804, -0.69493, -1.51191], [3.62114, -1.58433, -0.63687], [4.97696, -1.12428, -0.90816], [0.19635, -1.33078, -1.51041], [0.43636, -2.30109, -2.67136], [0.81919, -3.72607, -2.16304], [1.64542, -3.94611, -1.34100], [-0.17920, -5.48654, -3.02403], [-1.08856, -1.25274, -1.04351], [-2.25120, -2.03153, -1.64295], [-3.13143, -1.31200, -2.46544], [-4.20272, -2.01819, -3.03799], [-4.33406, -3.38940, -2.71263], [-3.38199, -3.94384, -1.85948], [-2.33237, -3.32002, -1.32651], [-1.40245, -0.40104, 0.06973], [-2.57645, -0.21011, 0.64052], [-2.31949, 0.83087, 1.86909], [-0.73203, 1.04920, 1.69482], [-0.29139, 0.35134, 0.65200], [-1.79075, 3.05500, 5.34548], [-0.76197, 2.00137, 4.37453], [0.01058, 3.17798, 5.43911], [-1.34322, 4.95740, 3.95872], [-1.51214, 3.70604, 2.75219], [2.24459, 3.59063, 2.80477], [0.95189, 2.38576, 2.91775], [1.36334, 4.35297, 0.59728], [0.14738, 3.04857, 0.46559], [2.23013, 0.94458, 1.87110], [3.14941, 0.71415, 0.38429], [2.69100, -1.02969, -2.55706], [3.15661, 0.30469, -1.50584], [3.57525, -2.64667, -0.90984], [3.46171, -1.41943, 0.43951], [5.44224, -1.88386, -1.27117], [-0.48127, -2.44095, -3.26690], [1.23288, -1.98097, -3.35918], [-2.97280, -0.24618, -2.64243], [-4.91368, -1.52891, -3.71002], [-5.16445, -3.95017, -3.14821], [-3.49560, -5.01104, -1.61665], [-1.27596, 4.06772, 0.13130]]
}



# 4
{
  "formula": "C16H48N4O6",
  "method": "ωB97M-V/def2-TZVPD",
  "gap_ev": 8.0,
  "e_lumo_ev": 0.57,
  "relative_energy_ev": 19.5087,
  "symbols": ["O", "H", "H", "H", "O", "H", "C", "C", "C", "O", "C", "N", "H", "H", "H", "H", "H", "H", "H", "H", "H", "H", "H", "C", "C", "C", "O", "C", "N", "H", "H", "H", "H", "H", "H", "H", "H", "H", "H", "H", "C", "C", "C", "O", "C", "N", "H", "H", "H", "H", "H", "H", "H", "H", "H", "H", "H", "C", "C", "C", "O", "C", "N", "H", "H", "H", "H", "H", "H", "H", "H", "H", "H", "H"],
  "positions_angstrom": [[1.02112, 0.63977, -1.42906], [1.93834, 0.86001, -1.25069], [0.46914, 1.38219, -1.68543], [0.79626, 0.19247, -0.60995], [0.43685, -0.19652, 0.15702], [0.09008, -0.73417, 0.89542], [0.47104, 1.49562, 2.87973], [-0.35889, 2.23431, 1.77034], [0.50517, 3.09817, 0.81285], [1.49858, 3.91953, 1.53014], [0.82465, 5.03336, 2.12723], [-1.03870, 1.20941, 1.00744], [0.92127, 0.67501, 2.32117], [-0.24956, 1.04400, 3.56156], [1.25493, 2.07254, 3.37043], [-1.13658, 2.83984, 2.23577], [-0.14591, 3.66148, 0.14435], [1.03559, 2.42109, 0.14329], [0.08534, 5.54232, 1.50879], [1.63739, 5.72655, 2.34405], [0.32989, 4.81268, 3.07306], [-1.52587, 0.57481, 1.62393], [-0.33030, 0.59366, 0.63444], [-2.43119, 0.06170, -0.32055], [-2.08052, 1.16641, -1.35268], [-3.18117, 1.44126, -2.32836], [-4.41053, 1.83618, -1.67039], [-5.46266, 2.12856, -2.54192], [-1.72229, 2.38155, -0.65805], [-1.51558, -0.27105, 0.16837], [-2.79789, -0.80843, -0.86510], [-3.26213, 0.31220, 0.33891], [-1.16895, 0.91697, -1.89574], [-3.37676, 0.59084, -2.98154], [-2.93063, 2.19402, -3.07581], [-5.65081, 1.15882, -3.00274], [-5.27046, 2.83551, -3.34900], [-6.34383, 2.28091, -1.91870], [-2.66768, 2.64409, -0.41849], [-1.28358, 2.16396, 0.22529], [2.29554, -1.12313, 2.48905], [3.07884, -0.64590, 1.26470], [3.15948, -1.83004, 0.16592], [4.08936, -2.83350, 0.53352], [4.35909, -3.78122, -0.52743], [2.34003, 0.43644, 0.68644], [2.98728, -1.75987, 3.04056], [1.43101, -1.66470, 2.10512], [2.01877, -0.32471, 3.17754], [4.09495, -0.33410, 1.50637], [3.47950, -1.39839, -0.78244], [2.15526, -2.25165, 0.12252], [5.05831, -4.57188, -0.25530], [4.69187, -3.33594, -1.46502], [3.46103, -4.38850, -0.64056], [1.35955, 0.23810, 0.54708], [2.09536, 1.25878, 1.21934], [1.56649, -2.12452, -2.14439], [0.07427, -2.26777, -1.84354], [-0.24321, -3.07144, -0.54444], [-1.69038, -3.16701, -0.42029], [-2.00547, -3.68207, 0.88320], [-0.46081, -0.97833, -1.74470], [1.94492, -1.28759, -1.55752], [1.69019, -2.04946, -3.22474], [2.01904, -3.09019, -1.91904], [-0.33182, -2.72919, -2.74369], [0.08063, -2.47137, 0.30593], [0.24819, -4.04427, -0.52966], [-1.78700, -4.74995, 0.87824], [-3.08738, -3.55226, 0.85706], [-1.62943, -3.16345, 1.76511], [-0.04621, -0.43367, -1.00203], [-1.47038, -0.95888, -1.72230]]
}



# 5
{
  "formula": "C32H64O16S8",
  "method": "ωB97M-V/def2-TZVPD",
  "gap_ev": 9.5,
  "smiles": "O=S1(=O)CCCC1.O=S1(=O)CCCC1.O=S1(=O)CCCC1.O=S1(=O)CCCC1.O=S1(=O)CCCC1.O=S1(=O)CCCC1.O=S1(=O)CCCC1.O=S1(=O)CCCC1",
  "e_lumo_ev": -0.04,
  "relative_energy_ev": 3.3464,
  "symbols": ["O", "S", "O", "C", "C", "C", "C", "H", "H", "H", "H", "H", "H", "H", "H", "O", "S", "O", "C", "C", "C", "C", "H", "H", "H", "H", "H", "H", "H", "H", "O", "S", "O", "C", "C", "C", "C", "H", "H", "H", "H", "H", "H", "H", "H", "O", "S", "O", "C", "C", "C", "C", "H", "H", "H", "H", "H", "H", "H", "H", "O", "S", "O", "C", "C", "C", "C", "H", "H", "H", "H", "H", "H", "H", "H", "O", "S", "O", "C", "C", "C", "C", "H", "H", "H", "H", "H", "H", "H", "H", "O", "S", "O", "C", "C", "C", "C", "H", "H", "H", "H", "H", "H", "H", "H", "O", "S", "O", "C", "C", "C", "C", "H", "H", "H", "H", "H", "H", "H", "H"],
  "positions_angstrom": [[-2.12095, -1.49546, 6.00736], [-1.42782, -0.66968, 5.06333], [-1.84207, -0.52735, 3.63310], [-1.07474, 1.02957, 5.79577], [0.44890, 1.28672, 5.77542], [1.10568, 0.24993, 4.81566], [0.35935, -1.08407, 5.09703], [-1.41843, 0.91885, 6.82422], [-1.70955, 1.70460, 5.22178], [0.66840, 2.33335, 5.56454], [0.86627, 1.26743, 6.78216], [2.12318, 0.20905, 5.20442], [1.01631, 0.50937, 3.76077], [0.52858, -1.59077, 6.04715], [0.45414, -1.92600, 4.41127], [2.26394, -4.74105, -0.87114], [3.69204, -4.46050, -0.58911], [4.59786, -5.54637, -0.30584], [4.42217, -3.68513, -2.17166], [5.30133, -2.53874, -1.66016], [4.39572, -1.82366, -0.64350], [4.01807, -2.92507, 0.36364], [3.65069, -3.21295, -2.77991], [4.92442, -4.44450, -2.77100], [6.25427, -2.85158, -1.23338], [5.54513, -1.78267, -2.40649], [3.50913, -1.34981, -1.06484], [5.00781, -1.01565, -0.24284], [3.37640, -2.85116, 1.24165], [4.89762, -3.32505, 0.86811], [-2.51180, 3.15452, 3.03256], [-1.32284, 3.99475, 2.98077], [-0.08863, 3.80230, 3.72177], [-0.87377, 4.17528, 1.24638], [-0.80111, 5.69462, 1.03246], [-1.92759, 6.30378, 1.78313], [-1.92388, 5.71319, 3.19055], [-1.65502, 3.57654, 0.77814], [0.01275, 3.54721, 1.15857], [0.07154, 6.21745, 1.42390], [-0.86199, 5.98826, -0.01547], [-2.88122, 6.04406, 1.32352], [-1.76777, 7.36134, 1.99318], [-2.89430, 5.55441, 3.66084], [-1.23469, 6.22778, 3.86011], [2.82435, 0.94852, -4.03136], [1.78253, 0.41356, -4.92962], [0.46694, 1.02234, -4.91161], [2.43592, 0.42743, -6.67067], [2.47288, -1.09259, -7.12306], [2.69386, -1.93289, -5.86830], [1.63477, -1.41969, -4.81853], [3.46667, 0.78149, -6.65395], [1.91082, 1.20069, -7.23142], [1.51146, -1.35823, -7.56260], [3.20522, -1.37640, -7.87887], [3.69575, -1.72288, -5.49383], [2.65624, -3.00659, -6.05228], [1.57034, -1.80949, -3.80265], [0.65107, -1.65536, -5.22458], [-0.00625, 1.01994, 1.13272], [0.72605, -0.07296, 0.49534], [2.18037, -0.25104, 0.69442], [-0.12364, -1.64039, 1.05834], [-0.73468, -2.27665, -0.25915], [-0.11005, -1.79576, -1.57236], [0.26185, -0.33334, -1.28667], [-0.93600, -1.23352, 1.66053], [0.50827, -2.22713, 1.72508], [-0.83639, -3.36189, -0.25695], [-1.79706, -2.04067, -0.19787], [-0.82713, -1.94765, -2.37909], [0.76496, -2.43741, -1.67607], [-0.67145, 0.22763, -1.23790], [0.90472, 0.17348, -2.00636], [5.88519, 3.18052, 4.03596], [4.57041, 2.64965, 3.84445], [4.15685, 1.48614, 4.58365], [3.29823, 3.95710, 3.85128], [3.25569, 4.55006, 2.40638], [4.24310, 3.80381, 1.47345], [4.27884, 2.36385, 2.03561], [3.51910, 4.62563, 4.68339], [2.35828, 3.46137, 4.09385], [2.22780, 4.41314, 2.07055], [3.56177, 5.59578, 2.37629], [5.26139, 4.18706, 1.53916], [4.03076, 3.76059, 0.40520], [4.99908, 1.71157, 1.54176], [3.32301, 1.89502, 1.80173], [-3.54781, 2.18390, -1.54078], [-4.25865, 2.07939, -0.27127], [-4.54974, 3.26400, 0.55591], [-5.80724, 1.05835, -0.50391], [-5.66557, -0.25923, 0.40324], [-4.17179, -0.57314, 0.44051], [-3.42207, 0.73012, 0.83962], [-5.93023, 0.80811, -1.55765], [-6.68643, 1.62611, -0.19930], [-6.05802, -0.09186, 1.40627], [-6.24311, -1.01162, -0.13384], [-3.80343, -0.87043, -0.54134], [-3.96807, -1.36087, 1.16581], [-2.38579, 0.89152, 0.54264], [-3.51715, 1.07407, 1.86955], [-4.92690, -2.05360, -2.42578], [-5.22737, -3.19640, -3.33389], [-6.44383, -3.21711, -4.20649], [-3.70243, -3.71692, -4.35747], [-3.37495, -5.05235, -3.71787], [-3.79790, -5.11701, -2.25346], [-5.24461, -4.66242, -2.22034], [-2.93728, -2.94381, -4.28701], [-4.04560, -3.73855, -5.39182], [-3.87286, -5.80037, -4.33485], [-2.30371, -5.23436, -3.80398], [-3.15179, -4.60932, -1.53728], [-3.74927, -6.14632, -1.89815], [-5.84649, -4.43985, -1.33926], [-5.78533, -5.50099, -2.65912]]
}